{"formula": "C33H45GeI2NO4SiW", "method": "the ωB97M-V functional and the def2-TZVPD basis", "e_tot_ev": -127047.96414, "multiplicity": 2, "lumo_energy_ev": [-4.26, -4.18], "s2": 0.758, "charge": 1, "max_force_ev_per_a": 4.14, "relative_energy_kcal_mol": 47.1, "orbital_gap_ev": [6.60, 6.75], "homo_energy_ha": [-0.399, -0.402], "species": ["W", "C", "C", "C", "C", "O", "Ge", "O", "C", "C", "C", "C", "O", "C", "C", "C", "C", "H", "H", "H", "H", "H", "H", "H", "H", "H", "H", "H", "H", "H", "H", "H", "H", "H", "H", "H", "H", "H", "H", "H", "H", "H", "H", "H", "I", "C", "C", "C", "I", "C", "C", "C", "C", "N", "C", "C", "O", "H", "H", "H", "H", "C", "Si", "C", "C", "C", "C", "H", "H", "H", "H", "H", "H", "H", "H", "H", "C", "C", "C", "C", "C", "C", "C", "H", "H", "H", "H", "H"], "positions_angstrom": [[-0.05247, 0.01203, 0.64515], [2.87870, -0.74378, 4.27166], [1.54871, -0.08532, 3.92130], [0.47352, -0.47852, 4.93520], [1.70057, 1.43612, 3.92638], [1.12028, -0.52379, 2.59627], [1.55967, -2.15559, 1.74884], [1.67489, -1.13528, -0.00414], [2.32302, -1.76531, -1.14983], [1.77060, -3.18364, -1.31877], [3.83017, -1.84495, -0.89355], [2.02037, -0.90797, -2.38318], [-0.29314, -2.07963, 1.08780], [-1.51141, -2.65020, 1.63713], [-2.50422, -1.47044, 1.64795], [-1.24892, -3.17564, 3.04789], [-1.95574, -3.81975, 0.75166], [3.22808, -0.36759, 5.22945], [2.75910, -1.83006, 4.33890], [3.62533, -0.51253, 3.51031], [0.67559, -0.00005, 5.88911], [-0.50255, -0.13779, 4.58993], [0.46347, -1.55727, 5.08591], [2.07797, 1.75730, 4.89240], [2.40264, 1.76755, 3.16456], [0.73708, 1.91532, 3.76716], [2.13465, -3.81865, -0.50565], [0.68110, -3.17643, -1.29875], [2.09712, -3.60659, -2.26454], [4.00665, -2.27588, 0.09759], [4.30519, -2.48091, -1.63549], [4.28916, -0.86244, -0.95071], [0.96265, -0.94055, -2.64441], [2.29142, 0.13262, -2.20553], [2.60112, -1.27167, -3.22600], [-2.36072, -0.90356, 2.58366], [-2.91236, 0.36220, 0.66726], [-3.53057, -1.85429, 1.64470], [-0.91075, -2.37512, 3.70110], [-2.15912, -3.59558, 3.46486], [-0.48438, -3.95603, 3.01564], [-2.40298, -3.47190, -0.17463], [-1.09093, -4.44277, 0.51815], [-2.68868, -4.42194, 1.28157], [-3.18150, 3.14143, 2.44398], [-1.18430, 3.59159, 1.96236], [-0.64287, 4.86431, 1.91679], [0.69141, 5.02481, 1.57997], [1.46118, 6.98939, 1.53222], [1.52457, 3.93918, 1.21979], [2.90688, 3.98515, 0.96875], [3.57080, 2.79319, 0.66430], [2.88947, 1.60723, 0.55817], [1.53304, 1.48903, 0.76329], [0.90541, 2.66236, 1.16162], [-0.40138, 2.48788, 1.63458], [-0.81507, 1.20665, 1.82323], [-1.24641, 5.72179, 2.16780], [3.44257, 4.91482, 1.05204], [4.64180, 2.80379, 0.52580], [3.40160, 0.68416, 0.32238], [0.27338, 3.19272, -4.78469], [-0.92570, 1.88312, -4.09981], [-2.73785, 2.42786, -4.28249], [-0.63749, 0.23801, -5.03072], [-0.59448, 1.49211, -2.30241], [-0.37655, 1.03932, -1.18850], [0.11610, 3.30928, -5.85326], [1.31365, 2.91647, -4.64156], [0.12133, 4.16402, -4.32515], [-2.97616, 2.63307, -5.32289], [-2.94424, 3.33187, -3.71815], [-3.41923, 1.65729, -3.93364], [-0.97663, 0.33411, -6.05835], [-1.19009, -0.58239, -4.58093], [0.41321, -0.03782, -5.06248], [-2.23476, -0.49211, 0.45882], [-2.75609, -1.08024, -0.83552], [-1.89486, -1.72556, -1.72264], [-2.35718, -2.27512, -2.90582], [-3.70034, -2.18252, -3.23012], [-4.56753, -1.53414, -2.36635], [-4.10171, -0.98953, -1.18263], [-0.83047, -1.79645, -1.47493], [-1.67639, -2.78303, -3.57155], [-4.06419, -2.61513, -4.14986], [-5.61433, -1.45194, -2.61594], [-4.78849, -0.48377, -0.51980]], "forces_ev_per_a": [[0.1, -3.6, -2.1], [-0.3, -0.1, -0.3], [-0.1, 0.3, 0.3], [0.2, 0.0, -0.3], [-0.1, -0.3, -0.1], [-0.1, -0.5, -0.8], [0.3, -0.6, -0.1], [-0.5, 0.3, 1.4], [-0.1, -0.1, -0.8], [-0.1, 0.3, 0.3], [-0.5, 0.1, 0.3], [0.0, -0.2, 0.4], [0.5, 1.3, -0.4], [-0.9, 0.0, 0.4], [0.7, 0.1, 0.1], [0.3, 0.2, -0.3], [0.2, 0.4, -0.1], [0.0, 0.0, 0.1], [0.1, 0.1, 0.1], [0.1, 0.0, 0.0], [0.1, 0.0, 0.1], [-0.1, 0.0, 0.0], [-0.1, 0.0, 0.0], [0.0, 0.0, 0.1], [0.1, 0.0, 0.0], [0.0, 0.0, 0.0], [-0.1, -0.1, -0.1], [0.0, -0.1, 0.0], [0.1, -0.1, -0.1], [0.1, 0.0, -0.1], [0.0, -0.1, -0.1], [0.1, 0.1, 0.0], [0.0, 0.0, 0.0], [0.0, 0.0, 0.0], [0.1, -0.1, -0.1], [-0.1, -0.2, -0.2], [0.8, -0.1, -0.1], [0.0, 0.1, -0.1], [0.0, 0.0, 0.0], [-0.1, -0.1, 0.0], [-0.1, -0.1, 0.1], [0.0, -0.1, 0.0], [0.0, -0.1, 0.0], [-0.1, -0.1, 0.1], [0.4, 0.4, 0.0], [-0.3, -2.3, -0.1], [1.1, 0.6, -0.2], [-0.4, 0.9, 0.1], [-0.2, -0.4, 0.1], [-0.3, -0.5, -0.1], [0.0, -1.2, -0.2], [0.0, 1.7, 0.4], [-2.7, -1.5, 0.0], [1.8, 3.1, 0.3], [0.7, -0.4, -0.1], [-0.7, 1.4, 0.6], [-0.2, 1.8, 0.5], [-0.1, 0.1, 0.0], [0.1, 0.2, -0.1], [0.0, -0.1, -0.1], [-0.1, 0.0, -0.1], [-0.5, -0.4, 0.4], [-0.1, -0.2, -0.7], [0.7, -0.1, 0.1], [-0.1, 0.6, 0.4], [0.1, 0.1, -0.1], [-0.2, -0.8, 1.1], [-0.1, 0.0, -0.2], [0.1, -0.1, 0.1], [-0.1, 0.2, 0.1], [0.1, 0.0, -0.2], [0.0, 0.2, 0.1], [0.0, -0.2, 0.1], [-0.1, 0.1, -0.2], [-0.1, 0.0, 0.1], [0.2, 0.0, 0.1], [-0.9, -0.3, 0.0], [0.7, 0.1, -0.3], [0.2, 0.1, 0.0], [0.0, 0.0, 0.1], [0.0, 0.0, 0.0], [-0.1, -0.1, -0.1], [0.3, 0.0, 0.2], [-0.4, 0.0, -0.1], [0.1, -0.1, -0.1], [-0.1, 0.0, -0.1], [-0.1, 0.0, 0.0], [-0.1, 0.1, 0.1]]}